Entry 1:
66
Properties=species:S:1:pos:R:3:mulliken_charge:R:1 method="wB97M-V/def2-TZVPD" homo_energy_ev=-7.3 total_energy_ev=-45178.848 lumo_ev=-3.2
C 4.3145 -0.4441 -3.4183 -1.9419
C 3.4365 -0.5877 -2.1822 1.7597
C 3.7564 -1.9735 -1.6285 -1.8761
C 3.6085 0.5578 -1.0669 1.5529
C 4.8038 0.3652 -0.1559 -1.9851
C 3.7711 1.9342 -1.7161 -1.9217
O 2.4036 0.4772 -0.3447 -0.6315
B 1.4399 -0.0756 -1.2733 1.6066
C 0.6577 -1.4313 -0.6664 -0.2288
C 0.2745 -2.5093 -1.4574 -0.8365
C -0.4998 -3.5381 -0.8937 -1.0646
C -0.8462 -3.4698 0.4512 0.1702
C -1.7474 -4.5049 1.0633 0.7903
F -1.6437 -4.5375 2.4229 -0.2911
F -3.0632 -4.2303 0.7801 -0.2384
F -1.4957 -5.7604 0.6085 -0.2808
C -0.3818 -2.4405 1.2537 -0.7254
C 0.3700 -1.4108 0.6890 -0.6013
C 0.1100 1.0672 -1.3931 0.5172
C -0.2637 1.2698 -2.8225 -1.5100
O 2.0689 -0.4619 -2.5080 -0.7458
H 5.3720 -0.4606 -3.1120 0.3267
H 4.1481 -1.3085 -4.0780 0.4834
H 4.1082 0.4770 -3.9735 0.3582
H 4.8357 -2.0688 -1.4614 0.4231
H 3.2339 -2.2029 -0.6974 0.2099
H 3.4685 -2.7277 -2.3669 0.4694
H 5.7217 0.2533 -0.7466 0.3266
H 4.9179 1.2509 0.4794 0.4684
H 4.6901 -0.5099 0.4874 0.3684
H 4.7403 2.0017 -2.2330 0.3925
H 2.9666 2.1604 -2.4270 0.2054
H 3.7473 2.6994 -0.9321 0.4900
H 0.5627 -2.5669 -2.5116 0.4841
H -0.8089 -4.3760 -1.5111 0.4345
H -0.6098 -2.4075 2.3108 0.7616
H 0.7182 -0.5774 1.3031 0.6922
H -0.6919 0.5981 -0.8097 -0.8456
H 0.4104 1.9827 -0.8755 0.5641
H -1.1207 1.9487 -2.8950 0.4418
H 0.5758 1.7064 -3.3741 0.2514
H -0.5064 0.3152 -3.2983 0.2349
F -2.7404 -1.3152 4.1509 -0.3833
C -3.0316 -0.9977 2.8483 0.1589
C -4.1958 -1.5263 2.2975 -0.3503
C -4.5071 -1.1730 0.9815 -0.7304
C -3.7159 -0.2886 0.2660 -0.5837
C -2.6154 0.3509 0.8963 1.1697
C -2.0987 1.6009 0.4178 -1.2588
C -2.1959 2.6976 1.3538 0.1561
C -3.3003 3.5859 1.2233 -0.4362
C -3.6766 4.3913 2.2827 -0.5679
C -2.9269 4.3983 3.4682 -0.3802
C -1.7952 3.5808 3.5841 -0.8412
C -1.3731 2.8048 2.5030 0.1365
C -2.1861 -0.1616 2.1425 -0.1110
H -4.8121 -2.2021 2.8873 0.4760
H -5.4140 -1.5817 0.5289 0.4376
H -4.0092 0.0426 -0.7343 0.5033
H -2.2648 1.8385 -0.6352 0.7598
H -3.9086 3.5179 0.3242 0.3969
H -4.5800 4.9955 2.2204 0.3884
H -3.2386 5.0283 4.3075 0.3683
H -1.2603 3.5275 4.5385 0.3916
H -0.4529 2.2211 2.5453 0.6322
H -1.2544 0.1811 2.5821 0.6090

Entry 2:
69
Properties=species:S:1:pos:R:3:mulliken_charge:R:1 method="wB97M-V/def2-TZVPD" homo_energy_ev=-13.2 e_above_lowest_kj_mol=0.0 total_energy_ev=-113792.763 lumo_ev=-7.7 charge=+2
Ti -0.3368 -0.0875 0.2370 -0.3206
C 0.5522 -1.8636 2.4566 -1.4679
N -0.2872 -2.0926 1.2573 1.1148
C -1.5801 -2.6828 1.6867 -1.5012
C 0.4056 -3.0297 0.3173 -1.1370
C 0.2107 -2.5123 -1.0918 -0.5776
N 0.5874 -1.0807 -1.0310 1.0418
C 1.5546 -0.6051 -1.9396 -0.3918
C 2.6921 0.0461 -1.4763 0.2106
F 2.8567 0.1982 -0.1509 -0.2806
C 3.6455 0.5207 -2.3596 0.1946
F 4.7196 1.1288 -1.8731 -0.2816
C 3.4798 0.3659 -3.7208 -0.5543
C 2.3450 -0.2720 -4.1914 0.2901
F 2.1548 -0.4228 -5.4938 -0.2921
C 1.3904 -0.7513 -3.3148 0.3540
F 0.2826 -1.3483 -3.7661 -0.4317
H 0.7457 -2.8052 2.9756 0.4409
H 0.0369 -1.1917 3.1446 0.3609
H 1.5173 -1.4482 2.1563 0.5334
H -1.3918 -3.6271 2.2003 0.4256
H -2.2106 -2.8652 0.8201 0.4395
H -2.0880 -2.0084 2.3702 0.3692
H 0.0250 -4.0434 0.4430 0.3637
H 1.4694 -3.0314 0.5538 0.4045
H -0.8269 -2.6072 -1.4193 0.3132
H 0.8385 -3.0421 -1.8065 0.6201
H 4.2258 0.7370 -4.4107 0.5444
S -1.9115 1.0248 -5.3258 -0.0125
C -2.8045 1.6709 -6.6250 -0.4037
C -3.2332 2.9383 -6.3704 -0.6691
C -2.8395 3.3945 -5.0923 -0.5616
C -2.1211 2.4611 -4.3905 0.3633
C -1.5640 2.5908 -3.0512 0.2753
C -1.1392 1.4507 -2.3434 -0.2553
N -0.5963 1.5145 -1.1369 1.0672
C -0.4384 2.7210 -0.5403 -0.6575
C -0.8665 3.9073 -1.1328 0.7285
C -0.6642 5.1383 -0.4188 -1.0908
C -0.0478 5.1520 0.7819 -1.2763
C 0.4283 3.9382 1.3886 0.6763
C 1.1050 3.8892 2.6133 -0.7269
C 1.5645 2.6832 3.1218 0.4088
C 1.2850 1.5277 2.3736 -0.1009
N 0.6196 1.5381 1.2244 0.6965
C 0.2074 2.7321 0.7225 0.1102
C 2.3014 2.5840 4.3755 0.3652
C 2.9070 3.5951 5.0736 -0.4931
C 3.5383 3.1466 6.2572 -0.6253
C 3.4044 1.8051 6.4440 -0.3982
S 2.5025 1.0770 5.1939 -0.0701
C -1.4333 3.8166 -2.4111 -0.8360
H -2.9590 1.0818 -7.5146 0.4393
H -3.8146 3.5211 -7.0684 0.4288
H -3.1072 4.3681 -4.7071 0.3741
H -1.2698 0.4591 -2.7605 0.5690
H -1.0098 6.0594 -0.8696 0.5037
H 0.1087 6.0841 1.3089 0.4888
H 1.2648 4.8075 3.1640 0.4817
H 1.6348 0.5683 2.7269 0.0737
H 2.9283 4.6264 4.7511 0.3673
H 4.0744 3.7907 6.9373 0.4089
H 3.7821 1.2042 7.2553 0.4457
H -1.7517 4.7236 -2.9091 0.5037
O -3.9873 -0.6731 1.2384 -0.5390
Cl -3.0362 0.1675 0.6633 1.8645
O -2.2376 -0.5844 -0.3961 -0.5027
O -3.5249 1.3620 0.1205 -0.5622
O -1.9014 0.4518 1.6020 -0.6443